The following is a DFT calculation (ωB97M-V with the def2-TZVPD basis set) of a gas-phase ion, C3H7NOP (charge +1).

Calculated values
* ΔE to the lowest compared entry with this formula, charge and spin: 29.9 kcal/mol
* frontier orbital gap: 8.037 eV
* structure (SMILES): CP(O)[C@H]1C=[NH+]1
* charge: +1

Cartesian coordinates (Å):
1 C -1.2767 -1.0173 0.1423
2 P 0.3036 -0.6627 0.9876
3 O 1.2679 -1.8962 0.3805
4 C 0.7680 0.6484 -0.3400
5 C -0.1971 1.6147 -0.6889
6 N 0.7653 2.0526 0.0236
7 H -2.0202 -0.7510 0.8350
8 H -1.3996 -0.4776 -0.8561
9 H -1.3559 -2.1344 0.0087
10 H 1.7198 -2.4513 0.9886
11 H 1.4100 0.3574 -1.0760
12 H -1.1525 2.0128 -1.0072
13 H 1.1672 2.7047 0.6018



The following is a DFT calculation (ωB97M-V with the def2-TZVPD basis set) of a molecular structure, C3H3O3Rh.

Calculated values
* ΔE to the lowest compared entry with this formula, charge and spin: 0.0 kcal/mol
* frontier orbital gap (spin up / spin down): 7.346 / 8.049 eV
* expectation value of S²: 8.7567
* multiplicity: 6
* charge: +3

Cartesian coordinates (Å):
1 C -0.8709 0.4135 -0.2614
2 C -2.0608 -0.1315 -0.4706
3 O -0.4858 1.6740 -0.2851
4 H -2.1756 -1.2133 -0.5207
5 H -2.9474 0.5034 -0.5763
6 H 0.0666 1.9002 0.4764
7 O 2.3522 -0.4610 0.4621
8 C 1.6997 -1.4136 0.2291
9 O 1.3077 -2.4444 -0.0821
10 Rh 3.1142 1.1725 1.0285



The following is a DFT calculation (ωB97M-V with the def2-TZVPD basis set) of a molecular structure, C6H18GaNO3PS.

Calculated values
* frontier orbital gap: 7.764 eV
* charge: -1

Cartesian coordinates (Å):
1 C -0.1298 -3.3962 0.3485
2 C -0.6618 -2.7751 -0.9399
3 C -1.0405 -1.2902 -0.8135
4 N -0.0435 -0.4761 -0.1380
5 Ga -0.4413 1.4147 -0.0249
6 C 0.8641 2.2347 1.2813
7 S 2.5863 2.5294 0.8009
8 C 3.0052 1.0934 -0.2125
9 C 2.6798 1.1861 -1.7106
10 P -2.5485 1.5921 1.1249
11 O -2.8491 2.9092 1.7483
12 O -2.6655 0.3722 2.2331
13 O -3.7971 1.0294 0.2167
14 H -0.8921 -3.4078 1.1338
15 H 0.7292 -2.8328 0.7207
16 H 0.1952 -4.4269 0.1811
17 H 0.0817 -2.8939 -1.7363
18 H -1.5576 -3.3255 -1.2539
19 H -1.1470 -0.8926 -1.8322
20 H -2.0455 -1.2312 -0.3561
21 H 0.0577 -0.8151 0.8151
22 H -0.5675 2.0916 -1.4575
23 H 0.4920 3.2152 1.5908
24 H 0.8748 1.6026 2.1804
25 H 2.5222 0.2145 0.2190
26 H 4.0826 0.9817 -0.0548
27 H 2.0769 0.3305 -2.0203
28 H 2.1094 2.0870 -1.9373
29 H 3.5962 1.2161 -2.3078
30 H -1.9987 0.5272 2.9130
31 H -3.5678 1.1357 -0.7122



The following is a DFT calculation (ωB97M-V with the def2-TZVPD basis set) of 2 unconnected molecules or ions with the total composition C4H14N.

Calculated values
* ΔE to the lowest compared entry with this formula, charge and spin: 8.8 kcal/mol
* frontier orbital gap (spin up / spin down): 4.727 / 12.343 eV
* expectation value of S²: 0.7506
* multiplicity: 2
* charge: 0

Cartesian coordinates (Å):
1 C 0.5076 0.6782 -2.8078
2 C 1.5213 -0.3579 -2.3282
3 H 0.1668 1.3608 -2.0252
4 H 0.9008 1.3497 -3.5614
5 H -0.3565 0.1035 -3.1220
6 H 2.3689 0.0351 -1.7646
7 H 1.9741 -0.8122 -3.2072
8 H 1.0679 -1.1517 -1.7417
9 C -0.3259 -0.9398 2.7001
10 C -0.8422 0.3447 2.0508
11 N -0.8653 0.2592 0.5518
12 H -0.1278 -0.7199 3.7521
13 H 0.5441 -1.3154 2.1734
14 H -1.1033 -1.6979 2.6424
15 H -0.2750 1.2388 2.3030
16 H -1.8760 0.5297 2.3264
17 H -1.2201 -0.6395 0.1331
18 H -1.4900 1.0442 0.1838
19 H 0.0543 0.4954 0.1229



Number 4 is which compound?
C4H14N



Among the records above, which one has the lowest charge?
C6H18GaNO3PS



What is the charge in the second record?
+3



What is the formula in the fourth record?
C4H14N